[1]
Molecular formula: C27H33BrLuN5S
Method: DFT, ωB97M-V/def2-TZVPD

Output
Net charge   +2
ΔE to the lowest compared entry with this formula, charge and spin   8.97 kcal/mol
E_tot   -150471.8689 eV
Gap between HOMO and LUMO   4.311 eV

Last column: Löwdin charge in e.
Element x y z (Å)
H: -0.14 -2.61 2.42  0.125
N: -3.97 1.96 0.78  0.046
N: -0.46 1.84 0.89  -0.034
H: -1.33 2.63 2.63  0.130
C: -0.08 2.97 -1.16  -0.043
C: -0.74 4.31 0.73  -0.006
H: -1.60 -2.83 -3.08  0.095
H: -1.87 1.40 4.60  0.128
C: -1.52 0.49 4.14  0.025
C: -0.72 5.43 -0.06  -0.102
C: -1.55 -0.70 4.83  0.006
C: -0.39 5.33 -1.41  -0.659
C: 0.18 -4.58 -1.83  -0.040
H: 0.19 1.99 -1.60  0.097
C: -3.43 1.76 -0.42  -0.815
N: -0.57 -0.61 2.21  -0.018
H: -3.89 4.79 -0.48  0.121
C: -0.43 3.04 0.20  -0.302
H: 0.08 -2.46 -3.44  0.097
Lu: -0.18 -0.35 -0.10  1.615
C: 4.72 -2.63 0.46  -0.008
H: 4.58 0.60 0.58  0.085
Br: -0.39 6.89 -2.50  0.823
H: -5.34 3.99 -1.14  0.136
H: 4.09 0.02 2.18  0.082
H: 5.75 -2.67 0.77  0.118
H: -0.88 -1.33 -2.45  0.015
C: 4.62 -0.25 1.26  -0.042
H: -1.14 -3.84 0.46  0.085
C: -1.44 -3.30 -0.44  -0.055
H: 4.99 -5.25 -1.38  0.092
C: -0.07 4.10 -1.96  -0.101
H: 4.49 -5.84 0.20  0.090
H: -0.96 6.39 0.36  0.117
H: 0.20 4.03 -3.01  0.116
C: -1.04 -1.84 4.21  0.012
H: 2.11 -0.47 0.32  0.055
H: -3.31 2.88 -2.15  0.158
H: -1.01 -2.79 4.73  0.129
H: -0.66 -5.04 -2.35  0.097
H: -1.94 -0.75 5.84  0.132
S: -2.70 0.33 -0.94  0.640
H: -0.97 4.42 1.78  0.112
N: -3.58 2.84 -1.18  0.060
H: 5.66 -0.45 1.51  0.083
H: 1.02 -4.55 -2.51  0.091
H: -4.14 1.22 1.45  0.151
C: 2.81 -3.71 -0.52  0.015
C: 2.68 -1.43 0.21  -0.069
H: 5.95 -4.86 0.05  0.080
C: 4.94 -4.99 -0.32  -0.033
N: 0.73 -2.29 -0.74  -0.173
C: -0.69 -2.40 -2.67  -0.043
C: -0.95 1.76 2.11  -0.062
C: -4.43 3.84 -0.55  -0.092
H: 0.41 -5.20 -0.97  0.088
C: 4.00 -1.46 0.64  -0.283
H: -4.36 3.84 1.65  0.122
C: 4.14 -3.75 -0.12  -0.258
C: -4.72 3.22 0.83  -0.097
C: -0.57 -1.75 2.92  -0.079
H: -5.78 3.02 0.98  0.133
C: 2.03 -2.54 -0.38  -0.300
H: 2.40 -4.60 -0.95  0.086
C: -1.02 0.52 2.83  -0.251
C: -0.24 -3.17 -1.41  -0.631
H: -2.25 -3.85 -0.91  0.096
H: -1.84 -2.30 -0.14  0.010

---

[2]
Molecular formula: C23H36O21
Method: DFT, ωB97M-V/def2-TZVPD

Output
ΔE to the lowest compared entry with this formula, charge and spin   0.00 kcal/mol
E_tot   -67433.0270 eV
Gap between HOMO and LUMO   10.262 eV
SMILES string   CCOC(=O)OC.CCOC(=O)OC.O=C1OCCO1.O=C1OCCO1.O=C1OCCO1.O=C1OCCO1.O=C1OCCO1

Last column: Löwdin charge in e.
Element x y z (Å)
H: -2.36 0.35 -1.83  0.089
H: 0.98 1.40 5.64  0.121
H: 0.36 0.04 -5.20  0.127
O: -0.97 -3.73 3.19  0.073
C: 1.14 -2.12 -0.59  -0.075
C: 1.20 -3.79 3.94  -0.097
H: 4.48 -0.61 -6.13  0.127
H: 1.66 2.60 0.28  0.087
H: 0.22 1.69 0.43  0.050
H: 0.48 2.53 -1.08  0.092
C: -0.19 -0.85 -5.49  -0.106
O: 1.34 -1.71 -1.96  0.054
O: -0.04 -0.30 5.08  0.046
H: -7.80 0.14 2.30  0.091
H: -2.33 3.79 5.13  0.103
C: -0.24 -3.84 4.40  -0.117
C: 5.86 1.07 -5.92  -0.101
O: 0.13 3.82 2.00  0.026
C: 4.34 2.04 -7.34  -0.578
C: -0.18 -4.11 2.16  -0.566
O: -1.33 -0.98 -4.65  0.055
O: 0.20 0.34 2.96  0.028
O: -2.39 -2.71 -3.66  0.160
O: 3.91 2.69 -8.23  0.164
H: 1.90 -4.44 4.46  0.131
C: 0.58 -2.16 -5.26  -0.107
C: 1.40 0.80 3.58  -0.094
H: -2.49 1.15 0.55  0.111
C: -2.16 -0.33 -1.01  -0.043
H: 4.04 0.42 -4.75  0.099
H: -0.48 -4.73 4.98  0.135
C: 2.17 -0.65 -2.00  -0.563
C: -4.87 0.66 1.15  -0.603
H: -0.50 -2.99 5.03  0.121
C: -7.00 0.84 2.08  -0.045
O: -0.54 3.60 4.03  -0.004
O: -0.42 -3.01 -4.69  0.061
H: -0.49 -0.75 -6.54  0.129
C: -0.08 3.83 0.58  -0.196
O: -6.09 0.12 1.25  0.006
O: -0.54 -4.25 1.05  0.174
H: 1.62 -2.78 3.92  0.119
C: 4.49 0.41 -5.74  -0.097
O: -2.06 3.36 2.36  0.149
O: 2.39 -0.18 -0.76  0.074
O: 1.11 -4.27 2.58  0.049
H: -0.94 3.13 5.95  0.093
H: 2.24 0.23 3.17  0.121
C: -1.47 -2.28 -4.27  -0.574
C: -1.46 3.14 5.00  -0.049
O: 2.57 -0.17 -3.01  0.146
H: 0.95 -2.60 -6.18  0.128
O: -4.47 1.61 1.77  0.126
O: -1.68 -0.71 3.59  0.181
C: -0.95 3.58 2.76  -0.592
H: 0.79 -0.26 0.59  0.089
H: -7.37 1.72 1.56  0.097
H: 6.62 0.38 -6.28  0.125
C: 0.60 2.62 0.00  -0.058
C: -2.75 0.12 0.30  -0.198
H: 6.18 1.59 -5.02  0.128
H: 1.39 -2.02 -4.54  0.105
C: -0.62 -0.26 3.86  -0.581
H: 2.17 -1.16 1.06  0.126
H: 1.95 -0.07 5.55  0.128
O: 5.63 2.06 -6.93  0.053
H: -1.90 2.15 4.80  0.099
H: -1.15 3.78 0.40  0.119
C: 1.16 0.49 5.07  -0.090
H: 1.50 1.86 3.40  0.123
H: -1.08 -0.40 -0.87  0.054
H: 1.75 -3.00 -0.40  0.135
H: -2.52 -1.32 -1.28  0.084
H: 0.08 -2.33 -0.48  0.113
H: -2.42 -0.49 1.15  0.117
H: -6.53 1.12 3.02  0.092
O: -4.18 -0.03 0.24  0.046
C: 1.59 -0.87 0.18  -0.122
O: 3.61 1.21 -6.56  0.052
H: 0.28 4.76 0.13  0.127

---

[3]
Molecular formula: C38H29N4O3P2SW
Method: DFT, ωB97M-V/def2-TZVPD

Output
Net charge   +1
ΔE to the lowest compared entry with this formula, charge and spin   0.00 kcal/mol
E_tot   -83213.4715 eV
Gap between HOMO and LUMO (spin up / spin down)   6.879 / 6.846 eV

Last column: Löwdin charge in e.
Element x y z (Å)
C: -1.62 -3.53 -2.96  -0.059
H: -2.09 -3.77 -3.90  0.116
H: 4.01 2.63 1.80  0.113
H: -4.58 2.22 -2.54  0.119
N: 0.46 -0.96 -4.22  0.124
C: -2.96 -1.22 2.93  -0.071
C: -4.70 1.32 -1.95  -0.048
N: -1.22 -0.01 0.58  -0.357
H: 3.49 3.23 -1.42  0.109
O: -0.86 5.21 -0.55  -0.218
C: 4.66 0.63 -3.25  -0.050
C: 2.36 0.37 1.67  -0.350
H: 3.39 -1.77 4.71  0.112
C: -2.26 -2.66 -2.08  -0.063
C: -5.01 -0.96 -0.39  -0.062
C: 4.05 -0.42 -2.57  -0.074
H: -6.80 1.15 -2.33  0.116
P: -2.34 -1.15 0.26  0.882
H: 5.27 0.42 -4.12  0.116
H: 4.20 -1.44 -2.92  0.096
C: -3.41 -1.82 4.09  -0.061
C: 3.65 2.20 -1.74  -0.065
C: 1.32 4.22 0.52  -0.268
H: 1.08 -0.89 4.54  0.110
H: 2.74 -0.98 -0.97  0.110
C: 4.46 1.94 -2.83  -0.056
C: -6.10 -0.42 -1.05  -0.051
H: -4.12 -3.63 4.99  0.114
C: 3.10 -1.16 3.86  -0.060
H: -5.14 -1.84 0.22  0.110
O: -0.98 3.03 0.59  -0.428
P: 1.88 1.43 0.29  0.987
C: -3.68 -3.91 2.91  -0.058
C: 0.31 -0.30 -3.17  -0.284
H: 4.55 4.93 2.48  0.118
W: -0.40 1.21 -0.46  1.302
C: 2.79 5.78 1.60  -0.035
C: 3.64 4.74 1.92  -0.037
H: -3.14 -3.89 0.83  0.114
O: 0.06 3.08 -1.49  -0.438
C: -1.64 -2.34 -0.87  -0.326
H: 1.20 -4.16 -1.20  0.113
S: -0.23 3.96 -0.29  0.537
C: 1.62 5.52 0.89  -0.030
C: 0.23 -3.74 -1.44  -0.061
H: 4.93 2.76 -3.36  0.112
H: 0.11 -4.72 -3.34  0.117
C: 1.56 -1.65 -4.50  -0.356
C: 1.43 0.09 2.67  -0.096
C: 3.24 -0.16 -1.49  -0.116
H: -3.48 -1.25 5.00  0.112
H: 0.93 6.32 0.64  0.121
N: 0.05 0.28 -2.17  -0.039
C: -3.23 -3.31 1.74  -0.073
H: -2.67 -0.17 2.93  0.107
H: 3.02 6.79 1.89  0.120
C: 1.80 -0.68 3.76  -0.064
H: 4.39 0.09 0.99  0.110
C: -3.61 0.78 -1.29  -0.078
C: 3.34 3.44 1.54  -0.055
C: -3.76 -0.37 -0.52  -0.295
C: 4.03 -0.89 2.87  -0.058
H: 0.42 0.46 2.59  0.081
H: 0.09 -2.62 0.38  0.110
C: 2.18 3.16 0.82  -0.306
C: 3.66 -0.12 1.77  -0.087
C: -0.39 -2.88 -0.55  -0.087
H: -2.66 1.30 -1.40  0.064
C: -2.87 -1.97 1.75  -0.311
H: -7.08 -0.88 -0.95  0.116
H: -3.96 -4.95 2.91  0.114
C: 3.04 1.15 -1.06  -0.366
C: -3.77 -3.16 4.08  -0.056
C: -5.95 0.72 -1.83  -0.049
H: -3.21 -2.23 -2.33  0.109
H: 5.04 -1.27 2.94  0.114
C: -0.38 -4.06 -2.64  -0.061
N: 2.49 -2.26 -4.81  0.137